[1]
A cluster of 2 separate species, C13H15N3 in total in a non-equilibrium geometry, computed with ωB97M-V with the def2-TZVPD basis set.

Structure (XYZ):
```
31
Properties=species:S:1:pos:R:3:forces:R:3:lowdin_charge:R:1
C -0.12735 3.70086 -0.36713 2.78 -1.48 1.35 -0.0252
C 0.32303 2.27792 -0.00597 0.74 1.83 0.90 -0.2302
C 0.01351 1.66326 1.16760 1.60 -2.00 -2.12 -0.0410
N 0.60954 0.30879 1.08761 -0.72 1.91 0.80 0.0683
C 1.27286 0.14018 -0.10581 0.29 2.06 -3.20 -0.1505
C 1.80912 -0.98572 -0.93183 -1.84 -0.55 2.90 -0.0570
C 1.84467 -0.87679 -2.31067 -0.55 1.71 0.63 -0.0960
C 1.61702 0.44077 -2.87052 2.39 -1.64 -2.80 -0.1218
C 1.50596 1.58491 -2.17033 0.40 1.40 1.34 -0.0727
C 1.20072 1.46345 -0.81095 -1.60 -2.84 2.41 -0.1307
H -0.63918 3.60103 -1.22191 -2.75 -0.29 -3.10 0.0267
H 0.73154 4.23222 -0.77814 0.25 0.54 0.84 0.0806
H -0.69973 4.21695 0.37637 0.01 0.28 0.43 0.0750
H -0.71748 2.04563 1.87162 0.58 -0.56 0.34 0.1145
H 0.32911 -0.36665 1.78969 0.53 -0.17 -0.58 0.1278
H 1.83755 -1.95066 -0.32873 0.50 1.06 -1.30 0.1031
H 2.07433 -1.66652 -3.04678 -0.09 0.26 0.96 0.1053
H 1.90574 0.45714 -3.95868 -0.57 0.36 1.07 0.1085
H 1.77615 2.63647 -2.42982 -0.82 -1.07 -0.92 0.1314
C -2.38249 -0.27202 1.37060 1.27 1.71 -4.11 -0.0563
C -1.68026 -1.55552 1.27570 1.74 -3.06 -1.98 -0.3456
C -0.86061 -2.21317 0.26984 -1.34 -0.66 5.42 -0.0191
N -0.29292 -3.35187 0.94520 -2.29 1.05 0.66 0.0438
C -0.92955 -3.42679 2.18633 -0.95 2.44 -1.16 -0.1695
N -1.73976 -2.36633 2.38145 1.45 -1.31 -0.32 0.0640
H -2.57199 0.29738 0.39889 0.71 -1.31 0.17 0.1162
H -1.76777 0.50679 1.75577 -0.21 0.07 1.55 0.0162
H -3.36879 -0.34091 1.61437 -2.44 -0.35 2.04 0.0451
H -0.41301 -1.94487 -0.60520 0.56 0.89 -2.24 0.0496
H 0.22346 -4.09685 0.48663 -0.22 0.34 0.27 0.1392
H -0.88343 -4.15906 2.96481 0.58 -0.61 -0.24 0.1004
```
Forces are in eV/Å.

Calculated values
LUMO	0.76	eV
gap between HOMO and LUMO	8.8	eV
F_max	5.6	eV Å⁻¹
SMILES	Cc1c[nH]c2ccccc12.Cc1c[nH]cn1


[2]
A cluster of 3 separate species, C15H34N2O7 in total, computed with ωB97M-V with the def2-TZVPD basis set.

Structure (XYZ):
```
58
Properties=species:S:1:pos:R:3:forces:R:3:lowdin_charge:R:1
C -0.12088 4.09875 1.54037 0.57 -0.55 -0.16 -0.0919
O 0.44994 2.85154 1.91623 -0.18 0.36 0.23 -0.1857
C -0.44912 1.76664 1.88957 0.21 -0.43 0.18 -0.2533
C 0.09088 0.65067 2.76398 0.15 0.29 -0.27 -0.1691
C 1.47195 0.14732 2.30079 -0.80 -0.32 0.10 -0.1814
C 1.37265 -1.24123 1.66075 0.52 0.01 0.51 -0.2115
C 2.50646 -1.58776 0.70293 -0.30 0.35 -0.07 -0.1940
C 2.69819 -0.61379 -0.45876 -0.33 -0.29 -0.09 -0.2128
C 1.41440 -0.18551 -1.16112 0.41 0.01 -0.77 -0.1889
C 0.87901 -1.19558 -2.19273 -0.50 0.12 0.58 -0.1464
C -0.27843 -1.97733 -1.60244 0.18 0.03 -0.25 -0.2278
O -1.00039 -2.64481 -2.61945 0.34 -0.24 0.13 -0.1212
C -1.80365 -3.69146 -2.14525 -0.38 0.34 -0.04 -0.1863
C -3.05216 -3.24165 -1.33180 0.41 0.09 -0.10 -0.1872
O -3.34865 -1.87016 -1.49568 -0.02 -0.03 -0.09 -0.1844
C -3.59714 -1.19106 -0.28381 0.15 -0.09 -0.05 -0.0998
H 0.42220 4.87274 2.06687 0.05 0.19 0.20 0.0807
H -1.17490 4.14037 1.79408 -0.23 0.10 0.02 0.0804
H 0.02662 4.26687 0.47359 -0.24 0.02 -0.20 0.0834
H -1.42932 2.06597 2.25992 -0.21 0.16 -0.05 0.1165
H -0.55681 1.36648 0.87784 -0.15 0.19 -0.31 0.1118
H 0.12609 1.00151 3.78855 0.05 0.15 0.25 0.1086
H -0.64122 -0.15513 2.73853 -0.07 -0.20 0.03 0.1063
H 1.91035 0.84995 1.60358 0.11 0.27 -0.04 0.0966
H 2.09421 0.10918 3.18390 0.53 -0.06 0.00 0.1084
H 1.41143 -1.97268 2.46664 -0.15 -0.20 0.13 0.1125
H 0.39642 -1.37583 1.20892 -0.22 0.07 -0.36 0.0844
H 2.30247 -2.57293 0.28988 0.11 -0.29 0.00 0.1041
H 3.43179 -1.62889 1.26879 0.23 -0.19 0.03 0.0982
H 3.25792 0.26535 -0.16647 0.05 0.21 0.32 0.0829
H 3.31413 -1.11437 -1.20024 0.30 0.01 -0.14 0.1050
H 1.63810 0.73011 -1.70147 0.01 0.25 -0.04 0.1090
H 0.62496 0.06326 -0.46346 -0.12 0.12 0.26 0.0763
H 1.66518 -1.86652 -2.51458 0.19 -0.17 -0.20 0.1127
H 0.49317 -0.67072 -3.05793 -0.02 0.10 -0.30 0.1135
H 0.11019 -2.68152 -0.86126 -0.12 -0.24 0.12 0.1233
H -0.93495 -1.27260 -1.10285 -0.25 0.11 0.25 0.1033
H -1.23374 -4.37778 -1.51400 0.19 -0.09 0.02 0.1165
H -2.12206 -4.23653 -3.02544 -0.06 -0.08 -0.20 0.1161
H -3.90008 -3.82968 -1.67507 -0.23 -0.16 0.06 0.1163
H -2.88393 -3.46882 -0.28064 -0.03 0.05 0.21 0.1134
H -2.68227 -1.03034 0.29069 0.22 -0.03 0.04 0.0775
H -4.01579 -0.22606 -0.52829 -0.14 0.19 -0.03 0.0595
H -4.29111 -1.72969 0.35653 -0.27 -0.10 0.05 0.0918
C 6.62935 1.82618 0.87840 -0.01 0.10 0.09 0.0468
N 5.75577 0.65954 1.18453 -0.14 -0.10 0.06 -0.4422
O 5.08070 0.70553 2.19464 0.14 -0.05 -0.21 0.0700
O 5.77373 -0.26191 0.39160 0.07 0.15 0.17 0.0592
H 6.50596 2.56225 1.66351 -0.04 -0.04 0.03 0.0932
H 7.65126 1.46287 0.83270 -0.01 -0.03 -0.08 0.0987
H 6.31900 2.21933 -0.08483 0.03 -0.06 -0.04 0.1002
C -5.63604 1.99123 -2.48236 0.05 0.08 -0.10 0.0489
N -5.26205 2.42222 -1.10625 0.07 0.05 0.09 -0.4484
O -4.66957 3.47549 -0.98043 -0.13 -0.22 0.01 0.0676
O -5.57436 1.67502 -0.19799 0.05 0.19 -0.14 0.0477
H -5.29509 2.74448 -3.18206 0.02 0.03 0.04 0.0936
H -5.15446 1.03430 -2.66474 -0.05 -0.04 0.05 0.0968
H -6.71628 1.88719 -2.50685 0.00 -0.08 0.04 0.1004
```
Forces are in eV/Å.

Calculated values
LUMO	0.26	eV
gap between HOMO and LUMO	9.6	eV
F_max	0.9	eV Å⁻¹
SMILES	COCCCCCCCCCOCCOC.C[N+](=O)[O-].C[N+](=O)[O-]


[3]
The molecule C8H8N2S in a non-equilibrium geometry, computed with ωB97M-V with the def2-TZVPD basis set.

Structure (XYZ):
```
19
Properties=species:S:1:pos:R:3:forces:R:3:lowdin_charge:R:1
N 3.60055 -0.27564 0.72633 -0.94 1.28 0.81 -0.0188
C 2.80198 0.19170 -0.41001 0.11 -0.56 -0.49 -0.2848
C 1.27236 -0.01774 -0.25017 1.36 1.41 -0.86 -0.5547
C 0.36788 0.99242 -0.23985 -0.23 0.87 -0.44 -0.0739
C -0.99824 0.50996 -0.19755 0.07 -1.13 0.08 -0.2546
C -2.21697 1.14860 -0.07151 -0.75 -0.28 0.74 -0.0183
C -3.35683 0.36952 0.21220 -0.16 1.04 -0.40 -0.1566
N -3.40795 -0.95652 0.18521 1.16 -0.97 0.18 0.0439
C -2.24354 -1.62296 -0.00244 -0.74 0.55 -0.36 -0.1408
C -1.06575 -0.91022 -0.19230 1.28 -0.26 0.29 -0.4219
S 0.58789 -1.58130 -0.26767 -1.02 -0.35 0.13 1.0458
H 3.13936 0.11838 1.57819 0.75 -0.67 -0.73 0.0915
H 3.48450 -1.26482 0.75134 0.08 -0.86 0.45 0.0381
H 3.21068 -0.38923 -1.29006 -0.74 0.80 0.63 0.1249
H 3.04456 1.26199 -0.54891 -0.48 -0.49 -0.15 0.1116
H 0.63039 2.07852 -0.35947 -0.22 -1.32 0.31 0.1373
H -2.25262 2.22186 -0.05891 -0.23 0.31 0.04 0.1040
H -4.31733 0.85280 0.47679 0.69 -0.14 -0.37 0.1102
H -2.28093 -2.72732 -0.04121 0.02 0.77 0.13 0.1170
```
Forces are in eV/Å.

Calculated values
LUMO	0.40	eV
gap between HOMO and LUMO	9.1	eV
F_max	2.1	eV Å⁻¹
SMILES	NCc1cc2ccncc2s1


The lowest LUMO belongs to which entry?
C15H34N2O7